1.
This record from the OMol25 dataset describes the molecule C4H10N4O in a non-equilibrium geometry. The level of theory is the ωB97M-V functional and the def2-TZVPD basis.

Computed properties:
energy relative to the best compared isomer or geometry (same formula, charge and spin): 114.26 kcal/mol
E_LUMO (alpha / beta): -1.13 / -0.23 eV
max |F|: 2.97 eV Å⁻¹
calculated total energy: -12313.580 eV
multiplicity: 1

XYZ file:
```
19
Properties=species:S:1:pos:R:3:forces:R:3
C 0.200809 0.392917 2.069458 -0.2 0.2 -0.4
C -1.861809 0.625677 0.726123 0.5 0.1 0.0
N -0.420448 0.389019 0.748163 -0.1 0.8 0.1
C 0.395840 0.849105 -0.414775 -0.7 -2.8 0.8
N 0.658636 1.992235 -0.652542 0.3 1.2 -0.3
H -0.255656 -0.406844 2.654068 0.0 0.0 0.0
H 1.265038 0.199297 1.963742 0.0 0.0 0.0
H -2.102701 1.575099 1.206771 -0.1 0.1 0.0
H -2.340712 -0.191996 1.266291 0.0 0.0 0.0
H -2.207913 0.631881 -0.303980 0.0 0.0 0.0
H 0.038130 1.350992 2.564996 0.1 0.0 0.1
C 0.616452 -0.683239 -1.058636 -0.4 0.3 0.2
N -0.018876 -0.871849 -2.340579 0.0 0.2 0.2
N 2.005413 -0.958870 -1.231079 0.5 0.3 -0.1
O -0.045320 -1.347642 -0.061902 0.4 -0.3 -0.7
H -1.023610 -0.782557 -2.267459 0.0 0.0 0.0
H 0.336973 -0.205009 -3.015440 0.0 -0.1 0.0
H 2.594173 -0.608126 -0.488313 -0.2 -0.1 0.1
H 2.165579 -1.950091 -1.364907 -0.1 0.0 0.0
```
Positions in Å, forces in eV/Å.

These are the natural (NBO) partial charges, in e, on atoms 1 to 5: number 1, C, carries -0.409; number 2, C, carries -0.410; number 3, N, carries -0.231; number 4, C, carries 0.227; number 5, N, carries -0.231


2.
This record from the OMol25 dataset describes a structure of composition C4H8O3Zn in a non-equilibrium geometry. The level of theory is the ωB97M-V functional and the def2-TZVPD basis.

Computed properties:
energy relative to the best compared isomer or geometry (same formula, charge and spin): 11.68 kcal/mol
E_LUMO (alpha / beta): -1.06 / -1.06 eV
max |F|: 4.52 eV Å⁻¹
calculated total energy: -58830.629 eV
multiplicity: 1

XYZ file:
```
16
Properties=species:S:1:pos:R:3:forces:R:3
O -1.699352 0.775121 0.801257 -3.8 2.1 1.3
Zn 0.138282 0.973567 1.161602 1.0 0.0 -0.2
O 0.451354 -0.803115 0.572898 0.6 -0.2 -0.2
C 1.492650 -0.649539 -0.364567 -0.5 -1.1 0.0
C 2.214009 0.703268 -0.319429 1.6 0.3 -0.3
O 1.641747 1.731906 0.426429 -0.6 0.5 0.3
H 1.074459 -0.787307 -1.382217 0.1 -0.1 0.2
H 2.234197 -1.452114 -0.191020 -0.1 0.2 -0.3
H 2.341504 1.044432 -1.368857 0.1 -0.1 0.4
H 3.221827 0.498108 0.103902 -0.2 0.2 -0.3
C -2.159836 0.510479 -0.513473 3.4 -0.8 -0.5
C -1.917530 -0.782412 0.174698 -2.1 -2.6 -1.4
H -1.547453 0.730805 -1.395014 0.2 0.6 0.4
H -3.214477 0.772596 -0.654921 0.2 -0.5 0.1
H -2.678044 -1.475101 -0.208476 -2.8 0.4 0.5
H -1.727356 -1.495102 0.980712 3.0 1.0 0.0
```
Positions in Å, forces in eV/Å.

These are the natural (NBO) partial charges, in e, on atoms 1 to 5: number 1, O, carries -0.735; number 2, Zn, carries 1.644; number 3, O, carries -1.005; number 4, C, carries -0.098; number 5, C, carries -0.096


3.
This record from the OMol25 dataset describes a cluster of 4 separate species, C17H28N5O2 in total in a non-equilibrium geometry. The level of theory is the ωB97M-V functional and the def2-TZVPD basis.

Computed properties:
energy relative to the best compared isomer or geometry (same formula, charge and spin): 4.20 kcal/mol
E_LUMO: -2.55 eV
max |F|: 1.07 eV Å⁻¹
total charge: +1
calculated total energy: -29619.932 eV
multiplicity: 1

XYZ file:
```
52
Properties=species:S:1:pos:R:3:forces:R:3
C -3.773449 -0.954657 1.742857 -0.1 -0.2 0.3
C -2.679198 -1.853072 1.142589 -0.3 -0.1 0.3
N -1.676770 -1.263722 0.211841 -0.6 0.0 0.1
N -1.845349 0.128541 -0.086030 0.7 0.2 -0.4
C -0.633994 0.623598 -0.861306 0.2 0.6 -0.1
C -0.990645 1.144665 -2.231110 0.6 -0.5 -0.7
O -1.556044 2.450539 -2.198014 -0.4 -0.1 0.9
C -2.910322 2.505273 -2.186798 -0.3 0.0 -0.2
O -3.628185 1.714519 -2.722894 0.1 -0.4 0.3
H -3.780639 0.098731 1.470533 0.1 0.0 -0.1
H -4.756867 -1.353941 1.511697 -0.1 0.1 -0.2
H -3.690971 -0.985301 2.825634 0.0 0.2 0.1
H -2.117449 -2.310989 1.953085 0.2 0.1 0.0
H -3.159106 -2.684898 0.632543 0.0 0.0 -0.2
H -1.753977 -1.742573 -0.679419 0.2 0.1 -0.1
H -1.873581 0.662322 0.789720 -0.2 -0.2 0.2
H -2.680861 0.323874 -0.648975 -0.2 0.1 0.2
H 0.085757 -0.187255 -0.929322 -0.2 -0.3 0.0
H -0.153362 1.416601 -0.292649 -0.1 0.0 0.2
H -0.058445 1.216393 -2.789098 0.1 0.1 0.0
H -1.609523 0.425415 -2.770487 -0.3 0.2 -0.1
H -3.305961 3.341710 -1.600097 0.4 0.3 -0.2
N 2.670149 -4.279505 -0.024489 0.0 0.0 0.0
C 3.272381 -3.480448 0.906614 0.0 0.0 0.0
C 2.352974 -2.557126 1.325674 0.0 0.0 0.0
C 1.144661 -2.812547 0.617891 0.0 0.0 0.0
C 1.376078 -3.884710 -0.207843 0.0 0.0 0.0
H 3.113564 -5.043868 -0.500990 0.0 0.0 0.0
H 4.298039 -3.637120 1.192220 0.0 0.0 0.0
H 2.525939 -1.786375 2.058625 0.0 0.0 0.0
H 0.216113 -2.269871 0.706246 0.2 -0.1 0.0
H 0.734152 -4.399812 -0.902557 0.0 0.0 0.0
N 3.745624 0.898749 -3.767481 0.0 0.1 0.0
C 3.998979 1.897160 -4.667134 0.0 0.0 0.0
C 3.301486 3.008321 -4.275101 0.0 0.0 0.0
C 2.602541 2.667978 -3.086506 -0.1 0.0 0.0
C 2.896944 1.360545 -2.800169 -0.1 -0.1 0.0
H 4.125459 -0.028809 -3.811543 0.0 0.0 0.0
H 4.652211 1.733595 -5.506538 0.0 0.0 0.0
H 3.296226 3.959000 -4.780027 0.0 0.0 0.0
H 1.961147 3.312247 -2.506582 0.0 0.0 0.0
H 2.584029 0.720849 -1.990784 0.1 0.0 0.0
N -0.756734 0.253863 4.609900 -0.1 0.1 0.0
C -0.615191 0.264832 3.254309 0.0 -0.2 -0.2
C -0.495270 1.573683 2.853343 -0.2 -0.1 -0.1
C -0.573684 2.381786 4.019644 0.0 0.0 0.0
C -0.729221 1.537228 5.084227 0.0 0.0 0.0
H -0.863959 -0.568948 5.175409 0.0 0.0 0.0
H -0.597579 -0.655103 2.691146 0.1 0.0 0.0
H -0.355398 1.923013 1.840799 0.2 0.1 0.1
H -0.512165 3.455148 4.070477 0.0 0.0 0.0
H -0.820551 1.740472 6.136920 0.0 0.0 0.0
```
Positions in Å, forces in eV/Å.

These are the natural (NBO) partial charges, in e, on atoms 1 to 5: number 1, C, carries -0.649; number 2, C, carries -0.254; number 3, N, carries -0.432; number 4, N, carries -0.374; number 5, C, carries -0.261